No. 1
The following is a quantum chemistry calculation of 2 unconnected molecules or ions with the total composition C11H18N3O5, from the OMol25 dataset.

Element x y z (Å)
C: -0.84010 1.27992 -1.68091
O: -1.46206 2.44605 -1.20465
C: -2.43356 2.97100 -2.10265
N: -3.77161 2.66796 -1.63652
C: -4.07844 1.22120 -1.51715
C: -3.99378 0.53504 -2.92999
O: -4.94352 0.71992 -3.70461
O: -2.89985 -0.07675 -3.19015
C: -5.47572 1.03872 -0.86070
O: -5.59073 -0.03708 -0.21440
O: -6.31661 1.95605 -1.00159
H: -1.50863 0.41819 -1.67223
H: -0.44973 1.39706 -2.69768
H: 0.01679 1.08241 -1.00845
H: -2.32071 4.06302 -2.09338
H: -2.22398 2.62619 -3.13069
H: -4.42988 3.01330 -2.33217
H: -3.37299 0.74961 -0.83650
C: 4.80560 -0.04514 3.47051
C: 4.39251 -1.46948 3.14809
N: 3.23176 -1.51976 2.25109
C: 2.04603 -0.83585 2.41784
C: 1.23618 -1.21293 1.40163
N: 1.92923 -2.10932 0.63131
C: 3.13322 -2.27946 1.16300
C: 1.40395 -2.76313 -0.57532
H: 4.00445 0.50591 3.96087
H: 5.65836 -0.05752 4.14642
H: 5.08138 0.49647 2.56623
H: 4.13385 -2.01613 4.05501
H: 5.20364 -2.00328 2.65633
H: 1.89739 -0.14965 3.23028
H: 0.22948 -0.94081 1.12494
H: 3.90470 -2.92110 0.77468
H: 1.40343 -3.84062 -0.43406
H: 2.01295 -2.49197 -1.43334
H: 0.38700 -2.41807 -0.74105

Output
Charge ... -1
E ... -970.31593 Ha
HOMO-LUMO gap ... 0.086 hartree


No. 2
The following is a quantum chemistry calculation of a molecular structure, C11H18N3OPtSSe2SiTe2, from the OMol25 dataset.

Element x y z (Å)
Pt: 0.35280 0.05100 0.58520
Se: 2.26230 -0.09330 -1.06530
Te: 3.36150 0.18380 1.19490
Te: 1.52630 -0.45130 3.18390
Se: -0.76020 0.45730 2.77100
C: -1.52360 5.38910 -0.72370
Si: 0.15060 5.05480 0.15490
C: 1.55950 5.72700 -0.94300
C: 0.16860 5.89070 1.87200
C: 0.31040 3.23480 0.31580
C: 0.33180 2.01820 0.35440
H: -1.76320 6.44580 -0.79980
H: -2.33680 4.90700 -0.18800
H: -1.50630 4.98580 -1.73300
H: 1.56500 6.81110 -1.01560
H: 1.47940 5.32370 -1.94780
H: 2.52110 5.41240 -0.55150
H: 0.11050 6.97490 1.82650
H: 1.07980 5.63020 2.40050
H: -0.66140 5.53590 2.47460
C: -4.21610 1.04710 -0.72510
C: -2.71430 0.86330 -0.83880
N: -2.04960 1.85880 -1.44930
O: -2.16220 -0.15060 -0.44810
H: -4.55110 1.92960 -1.26390
H: -4.48210 1.13100 0.32800
H: -4.72180 0.17040 -1.12180
H: -2.47760 2.76420 -1.55050
H: -1.03550 1.84890 -1.33410
S: 0.36390 -2.38580 0.75820
C: -1.25120 -2.55430 1.28640
N: -2.19280 -2.83270 0.29010
C: -3.53690 -2.69310 0.63260
C: -3.87140 -2.59500 1.94720
C: -2.84800 -2.54330 2.90850
N: -1.54870 -2.49560 2.54510
H: -1.91830 -2.56390 -0.64500
H: -4.24250 -2.68370 -0.18600
H: -4.90480 -2.51090 2.24480
H: -3.03970 -2.48510 3.97000

Output
Charge ... -1
E ... -6815.45924 Ha
HOMO-LUMO gap (alpha / beta) ... 0.158 / 0.158 hartree


Q: charge of number 1 (C11H18N3O5)?
A: -1